Entry 1:
14
Properties=species:S:1:pos:R:3:forces:R:3 method="wB97M-V/def2-TZVPD" orbital_gap_ev=10.66 smiles=N#CCC1(O)CC1 homo_energy_ev=-9.86
O -1.1563 -0.6153 -0.9977 -0.091 0.045 0.042
C -0.0517 -0.1938 -0.2624 0.268 0.240 0.188
C -0.2638 1.0894 0.5936 0.011 -0.119 -0.118
C -1.7040 1.2356 0.7819 -1.035 -0.078 0.032
N -2.8584 1.1593 0.7717 0.977 0.277 0.235
C 1.2695 -0.3513 -0.9308 0.084 0.134 -0.106
C 0.9250 -1.2072 0.2697 -0.017 -0.128 0.160
H -1.9686 -0.4375 -0.4893 0.301 -0.245 -0.228
H 0.2260 0.9990 1.5702 -0.089 -0.011 -0.219
H 0.1291 1.9905 0.1076 -0.119 -0.202 -0.032
H 1.2763 -0.8400 -1.9010 -0.082 0.094 0.178
H 1.9941 0.4513 -0.8198 -0.062 -0.157 0.014
H 1.4181 -0.9875 1.2134 -0.065 -0.058 -0.138
H 0.7334 -2.2606 0.0888 -0.082 0.210 -0.008

***

Entry 2:
8
Properties=species:S:1:pos:R:3:forces:R:3 method="wB97M-V/def2-TZVPD" orbital_gap_ev="8.19 / 7.19" homo_energy_ev="-9.50 / -8.80"
O 0.5781 0.1946 -2.0143 0.303 -0.009 0.772
C 1.2064 0.2066 -0.9796 0.254 0.441 -0.654
C 0.6406 0.6173 0.3361 -1.250 -1.069 0.327
O 0.6493 -0.4604 1.2521 0.294 -0.137 0.181
C -0.6329 -0.0855 0.9312 1.603 1.362 -0.840
C -1.8390 -0.2457 0.7757 -1.267 -0.423 0.256
H 2.2957 -0.0048 -0.9424 -0.119 -0.156 -0.066
H -2.8981 -0.2221 0.6410 0.183 -0.010 0.023

***

Entry 3:
95
Properties=species:S:1:pos:R:3:forces:R:3 method="wB97M-V/def2-TZVPD" orbital_gap_ev="7.32 / 6.10" homo_energy_ev="-9.40 / -8.66" spin_multiplicity=5 total_charge=+1
Fe -0.4643 -0.3879 -0.1166 -0.511 0.198 -0.080
C -3.3826 -0.3145 1.4919 0.031 -0.055 0.009
N -2.9673 0.0177 0.1386 0.061 -0.005 -0.073
C -3.0635 1.4582 -0.0985 0.061 0.040 -0.003
C -2.5178 1.8281 -1.4534 -0.044 0.020 -0.076
C -2.9981 2.9263 -2.1542 -0.058 0.035 -0.002
C -2.4661 3.2101 -3.4024 0.027 -0.065 0.019
C -1.5151 2.3511 -3.9332 -0.002 0.012 0.002
C -1.1267 1.2578 -3.1773 0.026 0.047 0.019
N -1.5788 1.0229 -1.9463 -0.048 -0.009 -0.047
C -3.6929 -0.7645 -0.8631 0.048 0.029 -0.035
C -2.9523 -2.0007 -1.3192 -0.067 -0.009 -0.031
C -3.6563 -3.1653 -1.5966 -0.004 -0.042 -0.044
C -2.9863 -4.2585 -2.1215 0.006 0.114 0.006
C -1.6248 -4.1493 -2.3558 -0.060 -0.102 -0.052
C -0.9973 -2.9608 -2.0286 -0.015 0.066 -0.073
N -1.6346 -1.9064 -1.5148 0.377 -0.133 0.336
C -2.2738 -0.1914 2.5068 0.052 0.043 0.027
C -2.5350 -0.4358 3.8497 -0.021 0.043 0.089
C -1.4960 -0.3800 4.7600 -0.022 -0.004 -0.071
C -0.2220 -0.0776 4.2980 0.007 0.024 0.009
C -0.0527 0.1453 2.9462 -0.008 0.036 0.084
N -1.0538 0.0913 2.0605 0.267 -0.174 -0.067
H -3.7224 -1.3533 1.5081 -0.018 0.015 -0.008
H -4.2290 0.3075 1.8162 -0.061 -0.066 -0.017
H -2.4820 1.9708 0.6752 -0.023 -0.020 0.016
H -4.1032 1.8110 -0.0284 0.002 -0.003 0.066
H -3.7791 3.5459 -1.7311 0.010 -0.015 0.024
H -2.8111 4.0679 -3.9645 0.012 0.011 0.010
H -1.0843 2.5147 -4.9111 -0.036 -0.016 -0.013
H -0.4399 0.5229 -3.5748 0.189 0.027 0.002
H -3.8422 -0.1487 -1.7516 -0.022 -0.009 0.011
H -4.6909 -1.0504 -0.5143 -0.006 0.028 0.026
H -4.7202 -3.2099 -1.4029 -0.001 0.019 -0.014
H -3.5190 -5.1716 -2.3509 0.011 -0.015 0.016
H -1.0660 -4.9729 -2.7784 0.053 0.043 -0.001
H 0.0668 -2.8343 -2.1963 0.013 -0.025 0.007
H -3.5409 -0.6786 4.1690 -0.008 0.030 -0.012
H -1.6724 -0.5732 5.8098 -0.008 0.008 0.003
H 0.6203 -0.0151 4.9729 0.015 -0.011 -0.023
H 0.9251 0.3643 2.5360 -0.015 -0.022 0.063
C -1.4739 -3.2547 1.3961 0.207 -0.029 0.158
C -0.0834 -3.6439 1.8959 -0.132 -0.012 -0.161
C -0.0771 -5.1470 2.1813 0.034 0.088 0.030
C 1.0073 -3.2751 0.8787 0.089 -0.123 0.089
C 2.3937 -3.7935 1.3003 -0.231 -0.064 -0.008
O 3.2341 -2.6409 1.2403 0.171 0.122 -0.020
C 2.4611 -1.5718 0.9672 -0.239 -0.325 0.001
N 1.2237 -1.8172 0.7316 -0.338 0.310 -0.218
C 3.2169 -0.2992 1.0076 0.274 0.176 0.062
C 4.5138 -0.3945 1.5409 -0.057 -0.110 0.029
C 5.3676 0.6873 1.5799 0.005 0.050 0.027
C 4.9497 1.9074 1.0717 -0.030 0.016 0.002
C 3.6683 2.0241 0.5702 0.026 -0.073 0.021
C 2.7784 0.9481 0.5406 -0.101 -0.005 0.017
P 1.1198 1.2937 -0.1986 0.369 -0.020 -0.099
C 0.6508 2.8447 0.6557 -0.087 -0.038 -0.070
C -0.2623 3.6926 0.0248 0.070 -0.065 0.038
C -0.7133 4.8435 0.6502 -0.050 -0.018 -0.014
C -0.2856 5.1467 1.9353 -0.044 0.016 0.005
C 0.5860 4.2889 2.5877 -0.013 0.007 0.086
C 1.0565 3.1479 1.9536 0.025 0.008 -0.084
C 1.7866 1.8731 -1.8230 -0.064 -0.126 0.012
C 2.2180 0.8840 -2.7328 0.116 0.416 -0.161
C 2.7374 1.2580 -3.9747 -0.039 -0.164 0.019
C 2.8516 2.5933 -4.3113 0.014 0.097 0.061
C 2.4596 3.5740 -3.4130 0.027 0.055 -0.019
C 1.9375 3.2092 -2.1827 -0.061 -0.065 -0.043
H -2.2005 -3.3267 2.2075 -0.033 -0.009 -0.014
H -1.7886 -3.9262 0.5931 -0.001 0.040 -0.009
H -1.4767 -2.2362 1.0142 -0.095 -0.020 0.068
H 0.1318 -3.1002 2.8231 0.049 0.031 -0.010
H -0.2902 -5.7070 1.2674 0.011 -0.018 -0.007
H -0.8555 -5.3851 2.9067 -0.003 -0.037 -0.017
H 0.8688 -5.5033 2.5882 -0.031 -0.033 0.007
H 0.7087 -3.6710 -0.0983 0.042 -0.055 0.056
H 2.8001 -4.5613 0.6453 0.040 0.031 -0.002
H 2.4033 -4.1553 2.3287 0.037 0.020 -0.018
H 4.8484 -1.3422 1.9317 0.033 -0.008 -0.046
H 6.3583 0.5763 1.9994 0.001 -0.018 -0.017
H 5.6141 2.7614 1.0633 -0.005 -0.002 0.023
H 3.3421 2.9769 0.1772 0.003 0.043 -0.006
H -0.6018 3.4566 -0.9749 0.017 0.071 -0.043
H -1.3961 5.5038 0.1301 -0.001 0.004 0.014
H -0.6306 6.0482 2.4241 -0.005 -0.013 0.013
H 0.9059 4.5106 3.5979 0.032 0.010 -0.018
H 1.7595 2.5058 2.4692 0.011 0.039 0.003
H 1.4930 -0.6654 -1.5987 0.056 -0.044 -0.053
H 3.0616 0.4953 -4.6668 -0.005 -0.010 0.009
H 3.2646 2.8705 -5.2723 -0.012 -0.029 -0.008
H 2.5677 4.6221 -3.6595 0.003 -0.012 -0.011
H 1.6560 3.9899 -1.4908 -0.046 -0.002 0.038
O 4.2407 -1.3024 -3.5918 0.211 0.088 -0.115
S 3.1317 -1.7623 -2.7501 -0.385 0.171 0.228
N 2.1099 -0.4643 -2.3904 -0.080 -0.450 0.074

***

Entry 4:
97
Properties=species:S:1:pos:R:3:forces:R:3 method="wB97M-V/def2-TZVPD" orbital_gap_ev="6.24 / 6.20" homo_energy_ev="-6.94 / -7.95" spin_multiplicity=5
Ir 0.9287 0.5201 0.3046 0.116 -0.401 0.582
C 7.2341 5.2242 -1.5682 -0.111 -0.039 -0.225
C 6.3312 4.0603 -1.2109 -0.359 -0.589 0.092
C 6.0052 3.7918 0.1394 -0.021 -0.186 -0.491
C 5.2058 2.7089 0.5033 0.115 0.353 -1.331
C 4.7000 1.9127 -0.5377 0.281 -0.236 0.264
C 4.9906 2.1176 -1.8816 0.525 0.838 0.207
C 5.8047 3.2126 -2.2095 -0.034 0.061 0.617
S 3.8609 0.4183 -0.1549 -2.018 -1.111 0.040
O 2.8142 0.1962 -1.2221 1.596 0.219 0.473
O 4.8722 -0.6234 0.0392 -1.298 1.344 -0.121
N 2.8622 0.7735 1.1519 2.532 -1.891 1.178
C 3.2665 -0.2611 2.3169 -0.629 3.150 -1.521
C 2.6175 -1.5816 2.0609 -1.452 -1.102 -2.147
O 2.8718 -2.5158 2.8075 -0.470 0.527 -0.656
O 1.7790 -1.6147 0.9567 1.882 0.168 2.816
H 7.0817 6.0514 -0.8725 0.018 -0.019 -0.070
H 7.0316 5.5833 -2.5874 -0.013 -0.088 0.312
H 8.3012 4.9633 -1.5383 -0.278 -0.119 0.091
H 6.3849 4.4384 0.9211 0.067 0.054 -0.053
H 4.9686 2.5227 1.5392 -0.106 -0.136 -0.008
H 4.6089 1.4444 -2.6494 0.018 0.225 0.277
H 6.0276 3.4121 -3.2524 0.043 0.003 0.069
H 2.9324 0.2273 3.2398 -0.201 -0.365 -0.125
H 4.3555 -0.2703 2.3727 -0.152 -0.522 -0.092
C -0.0062 1.1022 3.5979 -0.412 -0.109 -0.329
C -0.7911 1.9935 2.6658 0.039 0.418 -0.800
C -1.9014 2.7423 3.2187 0.529 -0.312 -0.934
C -2.6866 3.5351 2.4159 1.160 -0.377 -0.557
C -2.2894 3.6987 1.0511 0.875 -0.613 -0.625
C -3.0316 4.4929 0.1231 0.741 -0.199 -0.542
C -2.6209 4.5841 -1.2108 0.127 -0.465 1.179
C -1.4485 3.9266 -1.6597 -0.139 -0.169 1.002
C -0.6752 3.1472 -0.7902 -1.272 0.458 0.829
S 0.7627 2.3595 -1.2567 0.963 -0.452 -0.709
C -1.1036 2.9747 0.5726 -1.247 0.210 0.249
N -0.4201 2.0429 1.3574 -1.927 1.663 1.969
H 0.4951 0.3352 3.0051 0.035 -0.113 0.166
H 0.7614 1.6598 4.1474 -0.194 0.019 -0.122
H -0.6895 0.6230 4.3161 0.346 0.105 -0.203
H -2.1054 2.6080 4.2722 -0.055 0.010 -0.015
H -3.5599 4.0587 2.7798 -0.020 -0.020 0.094
H -3.9228 5.0137 0.4774 0.234 -0.145 -0.143
H -3.2240 5.1495 -1.9054 0.055 0.080 -0.087
H -1.1428 4.0052 -2.6906 0.055 0.047 -0.123
C -5.1919 0.2509 -0.1388 0.373 -0.077 -0.216
C -4.6922 -0.2861 1.2281 0.250 0.093 -0.376
C -3.1478 -0.4335 1.2512 -0.268 0.450 -0.033
C -2.6034 -0.7960 -0.1380 0.037 -0.308 -0.156
C -2.8633 0.3169 -1.1712 -0.265 -0.105 -0.314
C -4.1209 1.1358 -0.8272 -0.403 -0.101 0.256
P -0.8098 -1.2549 -0.0425 -0.081 -1.367 -0.667
C -0.8170 -2.8645 0.9394 -0.258 -0.097 0.350
C -2.0563 -3.8114 0.8029 0.070 0.398 -0.631
C -1.8837 -5.0994 1.6465 0.326 -0.282 0.178
C -0.4314 -5.2907 2.1649 -0.405 0.502 -0.486
C -0.0060 -4.0605 3.0085 0.290 -0.012 -0.267
C -0.5642 -2.7201 2.4495 -0.406 -0.291 0.246
C -0.3206 -1.9496 -1.7336 0.185 0.564 0.214
C -0.0198 -0.8126 -2.7340 0.157 -0.129 0.004
C 0.7676 -1.3786 -3.9348 -0.369 -0.043 -0.448
C 0.2612 -2.7852 -4.3878 -0.434 0.232 0.159
C -1.1888 -3.0261 -3.8907 0.419 0.195 -0.257
C -1.2797 -2.9932 -2.3479 0.000 -0.217 -0.128
H -6.1251 0.8101 -0.0138 0.121 -0.093 -0.002
H -5.4163 -0.5933 -0.8057 -0.014 0.121 0.093
H -5.1675 -1.2462 1.4676 0.053 0.173 -0.119
H -4.9829 0.4177 2.0091 -0.018 -0.025 0.112
H -2.8557 -1.1706 2.0043 0.019 0.108 -0.098
H -2.7219 0.5351 1.5595 0.023 -0.294 -0.077
H -3.1415 -1.7014 -0.4834 0.286 0.288 0.244
H -2.9968 -0.1548 -2.1626 0.016 0.146 0.362
H -1.9963 0.9736 -1.2808 -0.032 0.024 0.100
H -4.5333 1.5880 -1.7431 0.130 -0.104 0.296
H -3.8737 1.9653 -0.1491 0.012 -0.205 -0.202
H 0.0616 -3.3740 0.5243 -0.119 0.210 0.034
H -2.2372 -4.1045 -0.2484 0.144 0.294 0.538
H -2.9591 -3.2736 1.1386 0.263 -0.158 -0.106
H -2.1910 -5.9704 1.0420 0.107 0.287 0.265
H -2.5651 -5.0592 2.5045 0.120 -0.054 -0.031
H 0.2351 -5.4040 1.2845 -0.238 -0.001 0.517
H -0.3620 -6.2169 2.7498 0.046 0.242 -0.117
H 1.0912 -3.9765 3.0242 -0.365 -0.131 0.087
H -0.3604 -4.1928 4.0354 0.089 0.014 -0.032
H 0.1165 -1.8989 2.6635 0.097 -0.140 0.013
H -1.5114 -2.4814 2.9752 0.247 -0.095 -0.334
H 0.6548 -2.4328 -1.5199 -0.370 0.221 0.093
H 0.5587 -0.0135 -2.2344 -0.281 -0.575 -0.551
H -0.9581 -0.3505 -3.0681 0.147 -0.099 0.007
H 1.8254 -1.4263 -3.6734 0.013 -0.004 0.007
H 0.6761 -0.6941 -4.7994 0.079 -0.139 0.454
H 0.9051 -3.5776 -3.9944 -0.007 0.060 0.049
H 0.3064 -2.8656 -5.4882 -0.039 0.010 0.444
H -1.5592 -3.9926 -4.2567 0.026 0.207 0.062
H -1.8389 -2.2487 -4.3254 0.146 -0.208 0.137
H -1.0201 -4.0007 -1.9637 -0.217 0.537 -0.108
H -2.3263 -2.7749 -2.0724 0.354 -0.194 -0.044

***

Electronic energy
In order: -8834.5956, -8267.7728, -111778.2754, -84147.0339
Unit: eV
ΔE to the lowest compared entry with this formula, charge and spin
In order: 37.1, 109.7, 0.0, 0.0
Unit: kcal/mol
Molar mass
In order: 97.12, 82.06, 781.72, 874.14
Unit: g/mol